P.
Formula: C18H52N4O6
Source: the Open Molecules 2025 dataset
Level of theory: ωB97M-V with the def2-TZVPD basis set

Each line ends with the Mulliken charge.
Positions of all 80 atoms, in Å:
1 O -1.57 0.61 0.92  -0.63
2 H -0.62 0.63 1.00  0.32
3 H -1.82 -0.28 1.14  0.32
4 C 7.89 3.58 -1.73  -1.67
5 C 6.43 3.42 -2.11  0.84
6 C 5.46 4.52 -1.47  -0.74
7 O 4.26 3.91 -1.05  -0.31
8 C 3.35 3.58 -2.10  -0.73
9 N 6.35 3.50 -3.57  -0.71
10 H 8.32 4.54 -2.01  0.36
11 H 8.48 2.79 -2.18  0.44
12 H 8.05 3.44 -0.67  0.38
13 H 6.15 2.42 -1.78  0.17
14 H 5.29 5.36 -2.14  0.43
15 H 5.94 4.92 -0.57  0.30
16 H 2.49 3.12 -1.63  0.23
17 H 3.83 2.77 -2.65  0.25
18 H 3.16 4.39 -2.81  0.33
19 H 5.49 3.23 -4.03  0.25
20 H 7.09 2.92 -3.92  0.20
21 C -2.78 -4.88 -0.45  -1.40
22 C -4.06 -5.76 -0.49  0.62
23 C -4.69 -6.14 -1.85  -0.73
24 O -5.00 -5.01 -2.67  -0.35
25 C -5.12 -5.40 -4.00  -0.77
26 N -3.78 -6.99 0.22  -0.71
27 H -2.97 -3.81 -0.36  0.32
28 H -2.22 -5.04 -1.38  0.25
29 H -2.11 -4.98 0.40  0.44
30 H -4.74 -5.11 0.06  0.21
31 H -5.59 -6.68 -1.55  0.29
32 H -3.99 -6.75 -2.42  0.44
33 H -5.73 -4.69 -4.57  0.25
34 H -5.56 -6.39 -4.13  0.33
35 H -4.10 -5.49 -4.37  0.31
36 H -4.41 -7.72 -0.06  0.25
37 H -4.02 -6.74 1.17  0.27
38 C -6.34 4.45 -1.85  -1.22
39 C -5.12 3.50 -1.53  0.48
40 C -3.86 3.90 -2.34  -0.78
41 O -4.17 4.02 -3.70  -0.35
42 C -4.50 2.80 -4.45  -0.68
43 N -4.84 3.56 -0.11  -0.69
44 H -6.02 5.49 -1.95  0.31
45 H -7.16 4.25 -1.16  0.41
46 H -6.81 4.06 -2.75  0.29
47 H -5.30 2.47 -1.82  0.21
48 H -3.04 3.21 -2.12  0.34
49 H -3.29 4.76 -2.00  0.43
50 H -5.03 3.09 -5.36  0.23
51 H -5.14 2.14 -3.87  0.30
52 H -3.61 2.28 -4.81  0.29
53 H -5.60 3.32 0.50  0.22
54 H -4.03 2.98 0.04  0.20
55 C 3.58 -3.24 3.70  -1.37
56 C 2.20 -2.93 3.12  0.42
57 C 1.15 -2.50 4.24  -0.82
58 O -0.16 -2.53 3.72  -0.25
59 C -1.14 -1.96 4.56  -0.76
60 N 2.28 -2.02 2.01  -0.59
61 H 3.59 -4.02 4.45  0.40
62 H 3.98 -2.41 4.28  0.27
63 H 4.21 -3.48 2.85  0.38
64 H 1.78 -3.91 2.90  0.29
65 H 1.44 -1.51 4.60  0.33
66 H 1.29 -3.14 5.11  0.35
67 H -1.13 -2.34 5.58  0.33
68 H -2.08 -2.36 4.17  0.23
69 H -1.05 -0.88 4.47  0.30
70 H 2.87 -2.48 1.33  0.28
71 H 2.75 -1.19 2.35  0.19
72 C 4.33 1.61 4.81  -1.09
73 C 3.37 1.98 3.69  -0.18
74 O 4.00 1.61 2.47  -0.49
75 H 4.91 0.70 4.70  0.30
76 H 3.73 1.54 5.72  0.31
77 H 5.10 2.38 4.91  0.33
78 H 3.24 3.06 3.76  0.35
79 H 2.39 1.51 3.59  0.23
80 H 4.10 2.46 2.03  0.26

Properties
E_LUMO	0.528	eV
SMILES string	COC[C@H](C)N.COC[C@H](C)N.COC[C@H](C)N.COC[C@H](C)N.CCO.O
net charge	0

Q.
Formula: C18H52N4O6
Source: the Open Molecules 2025 dataset
Level of theory: ωB97M-V with the def2-TZVPD basis set

Each line ends with the Mulliken charge.
Positions of all 80 atoms, in Å:
1 C -0.07 0.73 -0.90  -0.05
2 O 0.47 0.50 0.39  -0.02
3 H -0.72 1.60 -0.78  0.11
4 H 0.79 0.86 -1.56  0.23
5 H -0.64 -0.13 -1.25  -0.19
6 H 0.49 1.31 0.90  0.17
7 C 1.59 3.97 -1.79  -0.37
8 O 2.09 4.23 -3.08  -0.57
9 H 1.27 4.85 -1.24  0.30
10 H 0.86 3.17 -1.88  0.13
11 H 2.30 3.56 -1.07  0.23
12 H 2.49 3.46 -3.50  0.31
13 C -3.84 -3.80 1.60  -1.46
14 C -2.32 -3.57 1.39  0.32
15 C -1.86 -2.10 1.39  0.21
16 O -2.13 -1.50 2.67  -0.46
17 C -1.29 -0.45 2.95  -0.59
18 N -1.57 -4.31 2.37  -0.76
19 H -4.32 -3.35 2.47  0.27
20 H -4.09 -4.86 1.58  0.41
21 H -4.41 -3.34 0.80  0.31
22 H -2.00 -3.97 0.42  0.40
23 H -2.33 -1.57 0.56  0.07
24 H -0.84 -2.18 1.02  -0.18
25 H -1.46 0.30 2.18  0.12
26 H -0.27 -0.83 2.97  0.36
27 H -1.40 -0.09 3.97  0.32
28 H -0.57 -4.15 2.29  0.29
29 H -1.91 -3.91 3.23  0.32
30 C -3.74 -1.39 -1.94  -0.99
31 C -4.05 -0.47 -3.11  0.54
32 C -3.61 1.00 -2.94  -0.25
33 O -4.34 1.67 -1.89  -0.36
34 C -3.85 2.97 -1.49  -0.56
35 N -3.49 -1.05 -4.31  -0.76
36 H -4.12 -2.38 -2.20  0.26
37 H -4.07 -1.00 -0.98  0.39
38 H -2.65 -1.42 -1.93  -0.11
39 H -5.13 -0.53 -3.24  0.33
40 H -3.78 1.58 -3.86  0.33
41 H -2.56 1.02 -2.67  -0.06
42 H -3.48 3.58 -2.31  0.33
43 H -2.99 2.81 -0.83  0.05
44 H -4.62 3.56 -1.00  0.30
45 H -2.48 -0.99 -4.34  0.23
46 H -3.72 -0.49 -5.12  0.28
47 C 1.18 2.28 3.90  -1.14
48 C 0.86 3.45 2.90  0.17
49 C 2.17 4.02 2.23  -0.75
50 O 2.91 4.63 3.32  -0.38
51 C 4.18 5.18 2.92  -0.72
52 N 0.10 2.85 1.84  -0.64
53 H 2.13 1.80 3.72  0.27
54 H 0.33 1.60 3.98  0.17
55 H 1.14 2.80 4.86  0.42
56 H 0.25 4.29 3.27  0.45
57 H 1.98 4.76 1.46  0.41
58 H 2.84 3.34 1.72  0.37
59 H 4.73 5.65 3.72  0.25
60 H 3.82 5.98 2.27  0.32
61 H 4.81 4.40 2.50  0.28
62 H -0.75 2.51 2.28  0.24
63 H -0.21 3.58 1.22  0.21
64 C 2.10 -2.04 -1.94  -1.20
65 C 2.35 -3.00 -0.79  0.59
66 C 3.64 -3.78 -0.83  -0.88
67 O 3.73 -4.55 -2.03  -0.30
68 C 5.03 -5.08 -2.27  -0.80
69 N 2.27 -2.19 0.40  -0.69
70 H 2.80 -1.21 -1.94  0.27
71 H 1.12 -1.59 -2.04  0.14
72 H 2.29 -2.51 -2.91  0.45
73 H 1.48 -3.66 -0.77  0.17
74 H 3.78 -4.34 0.09  0.46
75 H 4.46 -3.08 -0.69  0.36
76 H 5.82 -4.34 -2.38  0.33
77 H 5.05 -5.69 -3.17  0.27
78 H 5.34 -5.79 -1.51  0.31
79 H 3.11 -1.63 0.45  0.29
80 H 1.51 -1.54 0.29  0.08

Properties
E_LUMO	0.336	eV
SMILES string	COC[C@H](C)N.COC[C@H](C)N.COC[C@H](C)N.COC[C@H](C)N.CO.CO
net charge	0

Preferred: Q; penalty for the next structure: 0.091 eV.

P.
Formula: C2H3BrO
Source: the Open Molecules 2025 dataset
Level of theory: ωB97M-V with the def2-TZVPD basis set

Each line ends with the natural charge from an NBO analysis.
Positions of all 7 atoms, in Å:
1 C 1.48 -0.31 0.82  0.30
2 C -1.72 0.87 -0.93  -0.23
3 O 2.03 -1.31 1.16  -0.49
4 Br -1.50 -0.89 -1.40  0.14
5 H 0.94 -0.09 -0.01  0.11
6 H 1.47 0.55 1.52  0.08
7 H -2.70 1.17 -1.15  0.10

Properties
E_LUMO	-1.426	eV
net charge	0

Q.
Formula: C2H3BrO
Source: the Open Molecules 2025 dataset
Level of theory: ωB97M-V with the def2-TZVPD basis set

Each line ends with the natural charge from an NBO analysis.
Positions of all 7 atoms, in Å:
1 C 0.26 0.34 0.19  -0.51
2 C -0.95 -0.10 -0.13  0.16
3 O -2.06 0.71 -0.15  -0.57
4 Br -3.77 -0.07 0.02  0.31
5 H 0.96 -0.35 -0.24  0.22
6 H 0.31 1.36 0.22  0.21
7 H -1.05 -1.24 -0.28  0.18

Properties
E_LUMO	-1.010	eV
SMILES string	C=COBr
net charge	0

Preferred: Q; penalty for the next structure: 2.028 eV.

P.
Formula: C62H53BrN5OP2SScSe
Source: the Open Molecules 2025 dataset
Level of theory: ωB97M-V with the def2-TZVPD basis set

Each line ends with the Mulliken charge.
Positions of all 127 atoms, in Å:
1 Sc 0.11 -0.11 -0.31  -0.54
2 C 4.22 2.60 2.14  -1.50
3 C 2.72 2.51 2.13  0.62
4 C 1.91 3.43 2.78  -1.14
5 C 0.53 3.30 2.70  -0.80
6 C 0.02 2.24 1.98  -0.68
7 Br -1.86 2.00 1.93  -0.02
8 N 0.77 1.35 1.33  2.22
9 C 2.10 1.51 1.41  0.44
10 H 4.57 3.24 2.95  0.50
11 H 4.57 3.03 1.20  0.21
12 H 4.66 1.61 2.25  0.19
13 H 2.34 4.25 3.34  0.50
14 H -0.14 4.00 3.18  0.54
15 H 2.69 0.77 0.88  -0.28
16 N -1.75 -1.57 0.86  -0.56
17 N -1.85 -2.76 0.10  -0.46
18 C -0.64 -3.52 -0.17  -0.25
19 N -1.04 -4.54 -1.11  -0.54
20 S 0.65 -2.53 -0.97  -0.42
21 H -1.82 -1.75 1.85  0.32
22 H -2.54 -0.99 0.58  0.34
23 H -2.57 -3.38 0.45  0.38
24 H -1.58 -5.29 -0.68  0.40
25 H -0.24 -4.92 -1.61  0.32
26 C 7.07 -1.32 1.05  -1.61
27 C 6.28 -2.33 0.20  1.83
28 C 7.20 -3.48 -0.21  -2.16
29 C 5.12 -2.84 1.05  0.86
30 C 5.30 -3.83 2.00  -0.10
31 C 4.29 -4.21 2.85  -1.57
32 C 3.06 -3.58 2.79  0.33
33 C 2.83 -2.58 1.84  -0.42
34 P 1.21 -1.71 1.87  2.03
35 C 1.37 -0.87 3.51  0.61
36 C 2.59 -0.68 4.16  -0.96
37 C 2.66 0.07 5.32  -0.75
38 C 1.52 0.65 5.85  -0.90
39 C 0.30 0.48 5.21  -0.94
40 C 0.24 -0.26 4.05  -0.41
41 C 0.16 -3.15 2.25  -0.91
42 C 0.04 -4.17 1.16  0.83
43 C -0.69 -5.40 1.60  -1.12
44 C -1.37 -5.48 2.76  -0.74
45 C -1.34 -4.41 3.69  -0.99
46 C -0.55 -3.29 3.42  0.64
47 C 3.86 -2.24 0.96  -1.45
48 O 3.58 -1.27 0.04  0.98
49 C 4.43 -1.11 -1.03  -1.03
50 C 3.93 -0.39 -2.12  -0.66
51 C 4.76 -0.12 -3.19  -0.10
52 C 6.06 -0.60 -3.20  -1.49
53 C 6.53 -1.34 -2.13  -0.25
54 C 5.73 -1.60 -1.02  0.86
55 P 2.21 0.22 -2.12  3.11
56 C 1.46 -0.65 -3.55  0.98
57 C 0.10 -0.39 -3.78  -0.53
58 C -0.59 -1.05 -4.77  -1.05
59 C 0.06 -1.99 -5.56  -0.82
60 C 1.41 -2.25 -5.35  -0.78
61 C 2.10 -1.59 -4.34  -0.87
62 C 2.42 1.92 -2.69  -0.19
63 C 1.56 2.46 -3.58  0.24
64 C 1.31 3.87 -3.58  -1.00
65 C 2.30 4.79 -2.81  -0.81
66 C 3.43 4.09 -2.20  -1.20
67 C 3.41 2.76 -2.04  -0.85
68 H 7.43 -1.79 1.96  0.41
69 H 6.44 -0.47 1.32  0.23
70 H 7.93 -0.94 0.49  0.41
71 H 7.66 -3.94 0.66  0.49
72 H 8.01 -3.13 -0.85  0.46
73 H 6.64 -4.24 -0.76  0.42
74 H 6.27 -4.31 2.09  0.34
75 H 4.46 -5.00 3.58  0.43
76 H 2.27 -3.85 3.47  0.58
77 H 3.50 -1.13 3.76  0.31
78 H 3.62 0.21 5.81  0.46
79 H 1.58 1.24 6.76  0.40
80 H -0.59 0.94 5.61  0.45
81 H -0.71 -0.36 3.53  0.53
82 H 1.03 -4.45 0.78  0.04
83 H -0.65 -6.25 0.94  0.62
84 H -1.91 -6.38 3.01  0.42
85 H -1.87 -4.49 4.63  0.49
86 H -0.46 -2.54 4.19  0.42
87 H 4.38 0.46 -4.02  0.66
88 H 6.71 -0.40 -4.04  0.41
89 H 7.55 -1.69 -2.15  0.32
90 H -0.42 0.34 -3.17  0.05
91 H -1.64 -0.85 -4.92  0.50
92 H -0.48 -2.53 -6.32  0.40
93 H 1.92 -2.98 -5.96  0.43
94 H 3.14 -1.84 -4.16  0.33
95 H 0.95 1.85 -4.23  0.69
96 H 0.84 4.30 -4.45  0.51
97 H 2.51 5.77 -3.24  0.49
98 H 4.26 4.69 -1.85  0.40
99 H 4.21 2.27 -1.50  0.46
100 Se 0.70 3.62 -0.56  -0.02
101 C 0.90 4.57 -2.27  0.02
102 N -0.03 5.61 -2.55  -0.03
103 C -1.72 0.75 -1.14  -0.91
104 C -2.62 1.54 -1.45  1.07
105 C -3.60 2.53 -1.57  -0.09
106 C -4.80 2.34 -0.77  0.25
107 C -5.50 3.40 -0.16  -0.47
108 C -6.61 3.16 0.63  -0.79
109 C -7.04 1.86 0.87  -0.40
110 C -6.34 0.80 0.32  -0.75
111 C -5.24 1.03 -0.48  -0.25
112 C -3.24 3.78 -2.23  0.03
113 C -1.87 4.04 -2.40  1.13
114 C -1.40 5.33 -2.60  0.38
115 C -2.32 6.35 -2.83  -0.66
116 C -3.68 6.06 -2.89  -0.76
117 C -4.15 4.79 -2.58  -0.61
118 H -5.13 4.41 -0.26  0.56
119 H -7.13 4.00 1.08  0.39
120 H -7.91 1.69 1.50  0.39
121 H -6.66 -0.21 0.52  0.40
122 H -4.71 0.20 -0.93  0.54
123 H -1.18 3.23 -2.25  -1.18
124 H 0.20 6.53 -2.19  0.33
125 H -1.97 7.36 -3.00  0.43
126 H -4.38 6.85 -3.15  0.38
127 H -5.21 4.58 -2.62  0.65

Properties
E_LUMO (spin up / spin down)	-0.923 / -0.385	eV
net charge	0

Q.
Formula: C62H53BrN5OP2SScSe
Source: the Open Molecules 2025 dataset
Level of theory: ωB97M-V with the def2-TZVPD basis set

Each line ends with the Mulliken charge.
Positions of all 127 atoms, in Å:
1 Sc -0.29 -0.07 -0.59  0.01
2 C -3.48 -4.49 -2.15  -1.92
3 C -2.78 -3.81 -1.00  0.50
4 C -3.17 -3.98 0.32  -0.76
5 C -2.52 -3.30 1.34  -0.85
6 C -1.50 -2.46 0.97  0.10
7 Br -0.62 -1.39 2.28  0.05
8 N -1.09 -2.28 -0.27  1.46
9 C -1.72 -2.95 -1.24  -0.49
10 H -3.83 -5.48 -1.86  0.42
11 H -2.82 -4.57 -3.01  0.37
12 H -4.35 -3.91 -2.45  0.36
13 H -4.00 -4.64 0.56  0.45
14 H -2.81 -3.41 2.37  0.79
15 H -1.36 -2.78 -2.25  -0.22
16 N -0.89 2.42 1.28  0.09
17 N -1.12 3.73 0.81  -0.26
18 C -1.10 3.94 -0.52  0.15
19 N -1.40 5.21 -0.90  -0.34
20 S -0.79 2.76 -1.66  -0.37
21 H -1.66 1.80 1.01  -0.58
22 H -0.85 2.46 2.29  0.42
23 H -1.78 4.29 1.34  0.34
24 H -1.96 5.78 -0.29  0.24
25 H -1.53 5.33 -1.89  0.26
26 C 7.44 -1.75 2.52  -1.72
27 C 6.77 -1.29 1.22  1.77
28 C 7.84 -0.98 0.16  -1.69
29 C 5.95 -0.03 1.48  0.37
30 C 6.56 1.09 2.02  -0.44
31 C 5.84 2.25 2.28  -1.71
32 C 4.49 2.30 2.00  -0.08
33 C 3.84 1.20 1.45  0.59
34 P 2.01 1.34 1.04  1.21
35 C 2.28 2.69 -0.17  1.17
36 C 2.55 2.19 -1.45  -1.01
37 C 2.87 3.03 -2.50  -0.49
38 C 2.92 4.40 -2.29  -0.77
39 C 2.66 4.91 -1.03  -0.68
40 C 2.36 4.06 0.03  -0.33
41 C 1.55 1.91 2.72  1.09
42 C 1.64 0.91 3.69  -1.40
43 C 1.33 1.16 5.01  -0.63
44 C 0.92 2.43 5.40  -0.88
45 C 0.83 3.44 4.45  -0.63
46 C 1.13 3.18 3.12  -0.25
47 C 4.59 0.05 1.20  -0.64
48 O 3.89 -1.00 0.67  0.12
49 C 4.51 -2.21 0.49  -0.69
50 C 3.66 -3.23 0.07  0.41
51 C 4.19 -4.49 -0.17  -0.12
52 C 5.55 -4.71 0.01  -1.54
53 C 6.37 -3.68 0.45  -0.58
54 C 5.86 -2.41 0.71  0.56
55 P 1.86 -2.83 -0.14  1.87
56 C 1.21 -4.23 0.86  0.55
57 C 0.26 -5.17 0.46  -0.72
58 C -0.21 -6.13 1.35  -0.78
59 C 0.25 -6.16 2.66  -0.79
60 C 1.19 -5.22 3.07  -0.62
61 C 1.66 -4.27 2.19  -0.78
62 C 1.72 -3.24 -1.91  1.24
63 C 2.04 -2.20 -2.69  -1.26
64 C 1.69 -2.12 -4.12  -0.32
65 C 1.00 -3.40 -4.71  0.18
66 C 1.10 -4.62 -3.85  -1.51
67 C 1.37 -4.53 -2.54  -0.69
68 H 8.10 -0.98 2.91  0.40
69 H 8.03 -2.65 2.36  0.40
70 H 6.68 -1.97 3.28  0.38
71 H 8.50 -0.19 0.50  0.40
72 H 7.38 -0.68 -0.78  0.38
73 H 8.45 -1.87 -0.03  0.40
74 H 7.62 1.07 2.25  0.39
75 H 6.34 3.11 2.70  0.42
76 H 3.93 3.20 2.21  0.42
77 H 2.50 1.12 -1.63  0.32
78 H 3.06 2.62 -3.48  0.45
79 H 3.14 5.07 -3.11  0.36
80 H 2.70 5.98 -0.86  0.45
81 H 2.20 4.49 1.01  0.21
82 H 1.99 -0.08 3.40  0.60
83 H 1.40 0.37 5.74  0.47
84 H 0.66 2.64 6.43  0.39
85 H 0.51 4.43 4.74  0.48
86 H 1.00 3.97 2.38  0.13
87 H 3.55 -5.30 -0.48  0.43
88 H 5.97 -5.69 -0.19  0.41
89 H 7.42 -3.87 0.59  0.38
90 H -0.15 -5.14 -0.54  0.56
91 H -0.95 -6.85 1.02  0.47
92 H -0.12 -6.90 3.35  0.39
93 H 1.55 -5.23 4.10  0.45
94 H 2.39 -3.54 2.52  0.30
95 H 2.40 -1.28 -2.24  0.38
96 H 2.37 -1.55 -4.75  0.49
97 H 1.23 -3.61 -5.75  0.61
98 H 0.94 -5.58 -4.31  0.41
99 H 1.40 -5.42 -1.94  0.53
100 Se -0.51 -0.11 -3.34  -0.41
101 C 0.23 -1.67 -4.09  0.00
102 N -0.33 -2.74 -4.54  -0.71
103 C -2.35 0.21 -0.10  0.66
104 C -3.41 0.60 0.44  0.13
105 C -4.46 1.21 1.09  -0.54
106 C -5.18 0.46 2.13  -0.02
107 C -4.60 -0.67 2.73  0.01
108 C -5.26 -1.39 3.71  -0.62
109 C -6.53 -1.02 4.13  -0.56
110 C -7.13 0.08 3.53  -0.71
111 C -6.48 0.80 2.55  -0.24
112 C -4.69 2.62 0.78  0.59
113 C -4.40 3.11 -0.51  -0.35
114 C -4.55 4.45 -0.82  -0.71
115 C -4.98 5.37 0.13  -0.58
116 C -5.26 4.90 1.41  -0.67
117 C -5.12 3.56 1.73  -0.41
118 H -3.60 -0.95 2.41  0.27
119 H -4.77 -2.25 4.16  0.35
120 H -7.04 -1.58 4.91  0.38
121 H -8.13 0.37 3.83  0.37
122 H -7.00 1.62 2.06  0.53
123 H -4.06 2.41 -1.27  0.55
124 H -4.35 4.78 -1.84  0.46
125 H -5.12 6.41 -0.12  0.40
126 H -5.60 5.60 2.17  0.39
127 H -5.32 3.23 2.74  0.55

Properties
E_LUMO	0.077	eV
net charge	0

Preferred: Q; penalty for the next structure: 0.409 eV.